1.
{"formula": "C14H23NO2", "method": "ωB97M-V/def2-TZVPD", "species": ["O", "O", "N", "C", "C", "C", "C", "C", "C", "C", "C", "C", "C", "C", "C", "C", "C", "H", "H", "H", "H", "H", "H", "H", "H", "H", "H", "H", "H", "H", "H", "H", "H", "H", "H", "H", "H", "H", "H", "H"], "xyz": [[2.025, -1.549, 0.354], [-2.788, 2.645, -1.407], [-1.372, 1.095, -2.929], [-2.106, 1.937, -3.783], [2.379, -2.294, 3.945], [1.693, -0.343, -0.418], [1.569, 1.288, 4.536], [2.369, -2.139, 2.474], [-1.825, -0.444, -2.963], [-0.699, -1.307, -2.449], [0.038, 0.151, -0.339], [-3.379, 2.173, -2.659], [1.817, 0.070, 3.710], [1.760, -0.041, 2.262], [-0.777, -1.357, -0.936], [1.984, -1.154, 1.713], [2.089, -1.140, 4.719], [-2.224, 1.783, -1.079], [-0.402, 1.011, -3.339], [0.410, 1.448, 4.568], [1.940, 1.184, 5.594], [-1.721, -1.294, -0.599], [1.686, 0.980, 1.832], [0.116, -1.241, -2.809], [-0.235, 0.931, -0.890], [2.766, -3.215, 4.380], [-1.187, -2.433, -2.561], [-0.301, 0.087, 0.632], [-2.268, 1.620, -4.780], [2.068, 0.462, -0.269], [-2.782, -0.279, -2.498], [2.448, -3.229, 1.906], [-0.188, -2.099, -0.494], [-3.958, 2.993, -2.996], [2.399, -1.078, 5.562], [-1.864, -0.802, -4.252], [-4.009, 1.293, -2.697], [2.275, 1.931, 4.161], [1.830, -0.532, -1.365], [-1.578, 2.888, -3.838]], "atomic_forces_ev_per_a": [[-0.994, 4.322, 0.089], [0.681, -4.467, -0.229], [3.718, -4.348, -1.226], [-2.264, 1.843, 3.730], [0.126, 2.414, -1.917], [-8.860, -7.802, 1.633], [-2.218, -1.408, 1.201], [0.520, -9.287, 3.997], [2.130, 2.871, -5.274], [-14.536, -5.036, 6.637], [2.445, -8.867, 0.020], [2.338, 1.510, -1.801], [0.255, -4.249, 3.126], [-1.232, 9.393, 6.508], [4.960, 5.304, -0.740], [1.523, -5.683, -5.258], [-2.901, -0.023, -16.762], [-1.745, 3.328, -1.274], [-1.012, 0.310, 0.850], [2.357, 0.719, -0.239], [-0.701, -0.417, -0.942], [-3.302, -0.176, 1.136], [-0.321, -1.026, -0.236], [10.550, 1.056, -5.033], [-0.727, 3.297, -2.223], [-0.276, 0.119, -0.194], [1.601, 2.291, -0.900], [-0.410, 0.753, 2.214], [-0.886, -0.771, -0.984], [5.991, 9.266, 3.092], [-0.340, -1.614, 0.231], [0.192, 2.980, 1.374], [0.622, -1.300, 0.673], [-0.735, 0.783, -0.287], [2.845, 1.351, 10.666], [-0.680, 1.253, 3.653], [0.023, -0.326, 0.812], [0.554, 3.072, -1.147], [0.836, -1.621, -5.050], [-0.126, 0.186, 0.075]], "homo_lumo_gap_ev": 9.0, "total_charge": 0}


2.
{"formula": "C14H23NO3", "method": "ωB97M-V/def2-TZVPD", "species": ["O", "O", "O", "N", "C", "C", "C", "C", "C", "C", "C", "C", "C", "C", "C", "C", "C", "C", "H", "H", "H", "H", "H", "H", "H", "H", "H", "H", "H", "H", "H", "H", "H", "H", "H", "H", "H", "H", "H", "H", "H"], "xyz": [[1.922, 1.985, 1.434], [0.895, -0.072, 2.932], [1.131, -1.848, -2.925], [-0.361, 0.547, -2.316], [-1.023, -1.786, -1.852], [-1.932, -2.408, -1.001], [-0.355, -4.137, -0.479], [0.111, -1.147, 2.466], [-1.614, -3.575, -0.320], [-1.379, -0.479, -2.522], [0.271, 1.183, 3.021], [0.100, 2.345, -0.706], [-0.330, 1.762, 0.632], [2.771, 3.038, 1.817], [0.557, -3.542, -1.344], [0.213, -2.395, -2.038], [-0.819, 1.850, -1.828], [0.569, 2.094, 1.819], [-1.345, 2.105, 0.863], [0.614, 1.657, 3.945], [-2.332, -4.035, 0.348], [-0.074, -5.036, 0.054], [1.024, -2.294, -3.772], [0.351, 3.119, 2.156], [0.171, -1.262, 1.378], [-1.826, 1.722, -1.426], [-2.304, -0.133, -2.059], [2.250, 4.002, 1.818], [-0.943, -1.031, 2.744], [0.204, 0.654, -3.144], [-0.819, 1.076, 3.098], [1.544, -3.961, -1.495], [-0.860, 2.596, -2.628], [-0.383, 0.674, 0.511], [-1.596, -0.659, -3.582], [1.114, 2.011, -0.921], [3.197, 2.875, 2.814], [0.116, 3.440, -0.674], [-2.909, -1.965, -0.845], [3.590, 3.091, 1.100], [0.488, -2.061, 2.924]], "atomic_forces_ev_per_a": [[0.030, 0.113, -0.211], [-0.010, -0.089, 0.216], [-0.099, 0.094, -0.058], [-0.362, 0.055, -0.046], [-0.168, -0.014, 0.148], [0.032, 0.019, 0.138], [0.034, 0.117, -0.118], [-0.059, -0.083, -0.176], [0.199, -0.119, 0.031], [0.113, -0.015, 0.088], [-0.067, 0.160, -0.133], [-0.033, 0.117, 0.078], [0.079, -0.234, -0.151], [0.081, 0.002, 0.204], [-0.029, -0.156, 0.111], [0.027, -0.063, -0.092], [0.354, -0.121, 0.051], [-0.179, -0.070, 0.178], [-0.001, -0.046, 0.083], [0.142, -0.047, -0.043], [-0.021, 0.035, -0.033], [-0.042, 0.002, 0.027], [0.090, -0.031, -0.019], [0.082, 0.057, -0.143], [0.001, 0.025, 0.012], [-0.091, 0.158, -0.087], [-0.097, -0.032, -0.130], [-0.027, 0.008, -0.040], [-0.002, 0.027, 0.023], [0.171, -0.071, 0.105], [-0.013, -0.016, 0.073], [-0.028, 0.003, 0.002], [-0.105, -0.019, -0.044], [0.014, 0.035, 0.004], [0.022, 0.074, -0.021], [0.034, 0.079, -0.048], [-0.041, 0.010, 0.009], [-0.071, -0.010, 0.062], [0.024, 0.078, -0.055], [-0.017, -0.057, -0.006], [0.036, 0.024, 0.009]], "smiles": "COC[C@H](CCCNCc1ccccc1O)OC", "homo_lumo_gap_ev": 9.3, "total_charge": 0}


3.
{"formula": "C14H23NO4Se3SiSn", "method": "ωB97M-V/def2-TZVPD", "species": ["Sn", "Se", "Se", "Se", "Si", "O", "O", "O", "O", "N", "C", "C", "C", "C", "C", "C", "C", "C", "C", "C", "C", "C", "C", "C", "H", "H", "H", "H", "H", "H", "H", "H", "H", "H", "H", "H", "H", "H", "H", "H", "H", "H", "H", "H", "H", "H", "H"], "xyz": [[0.996, -0.628, -2.572], [-1.240, -0.058, -1.111], [0.795, -1.301, 1.720], [-2.413, -1.911, -0.272], [-3.509, 3.071, -1.077], [2.155, 3.067, -0.878], [3.801, -3.711, -0.615], [1.909, -2.865, -1.461], [1.145, 1.445, -2.047], [2.729, -0.381, -0.996], [3.527, -1.373, -0.597], [1.368, -1.726, 3.533], [4.222, 1.211, -0.081], [-3.142, 3.827, -2.719], [5.078, 0.193, 0.299], [-2.777, 3.757, 0.473], [2.057, 1.924, -1.245], [-1.178, -3.348, -0.657], [3.048, 0.878, -0.746], [-4.697, 1.655, -0.962], [-2.113, -1.814, 1.690], [3.001, -2.724, -0.932], [4.725, -1.133, 0.047], [-1.073, -0.815, 2.144], [-1.165, -3.502, -1.734], [1.238, -0.851, 4.163], [-5.719, 2.007, -1.140], [-1.530, -4.245, -0.152], [3.450, -4.573, -0.882], [2.422, -1.986, 3.477], [4.445, 2.254, 0.098], [-2.134, 4.246, -2.733], [-1.252, 0.165, 1.706], [-3.259, 4.705, 0.734], [-4.673, 1.186, 0.022], [-3.227, 3.087, -3.516], [-1.711, 3.962, 0.344], [6.019, 0.424, 0.778], [-2.901, 3.077, 1.315], [-3.090, -1.572, 2.109], [-0.193, -3.062, -0.301], [-4.480, 0.897, -1.718], [-3.840, 4.639, -2.948], [5.359, -1.957, 0.339], [-1.855, -2.839, 1.955], [-1.122, -0.730, 3.229], [0.804, -2.571, 3.916]], "atomic_forces_ev_per_a": [[0.712, 0.331, 0.022], [-0.418, 0.106, 0.497], [-0.260, 0.197, 0.121], [0.179, 0.115, 0.070], [0.049, -0.174, -0.006], [0.000, -0.113, -0.018], [0.414, 0.086, 0.202], [0.222, 0.019, 0.077], [-0.323, -0.421, -0.268], [-0.232, -0.057, -0.336], [0.209, 0.020, 0.072], [-0.158, -0.050, -0.065], [0.029, -0.010, 0.011], [0.122, -0.269, 0.304], [-0.038, 0.068, -0.021], [-0.032, -0.225, -0.256], [0.065, 0.064, 0.171], [0.203, -0.106, -0.170], [-0.020, 0.132, -0.052], [0.202, 0.222, 0.037], [0.026, 0.042, -0.010], [-0.515, -0.144, -0.237], [-0.112, -0.049, 0.006], [0.420, -0.119, -0.126], [-0.109, 0.010, -0.007], [0.042, -0.005, 0.021], [0.005, 0.059, -0.038], [-0.115, 0.043, 0.007], [-0.206, -0.025, -0.081], [0.020, 0.000, 0.007], [-0.026, 0.001, 0.005], [-0.017, 0.036, 0.052], [-0.015, 0.008, 0.097], [-0.022, 0.034, -0.086], [0.019, 0.090, 0.030], [-0.064, -0.019, 0.032], [-0.017, 0.056, -0.095], [-0.014, -0.026, 0.038], [-0.077, -0.024, -0.043], [-0.044, -0.032, -0.111], [-0.036, -0.004, 0.068], [0.016, 0.104, -0.089], [-0.066, 0.004, 0.107], [0.016, 0.009, -0.006], [-0.027, 0.000, 0.021], [-0.046, 0.024, 0.002], [0.038, -0.009, 0.043]], "homo_lumo_gap_ev": 7.1, "total_charge": 2}